No. 1
# C5H11ISi

The molecule C5H11ISi (ωB97M-V/def2-TZVPD, OMol25).

XYZ file:
```
18
Properties=species:S:1:pos:R:3:forces:R:3
H -2.388169 -0.678839 1.915514 -1.78 0.99 0.36
H 0.428845 2.463550 -1.806738 -1.11 1.14 -0.77
H -0.337886 -2.554910 -1.772647 -1.01 -0.37 0.76
H -1.493583 -2.064588 1.848479 0.11 -0.98 0.12
C 1.181017 1.774872 -1.591587 3.15 -0.94 -0.46
C 0.970304 2.454639 0.774929 1.01 -2.80 -0.14
C -1.428323 -1.009979 1.675490 1.15 -0.83 0.32
H -2.021422 -2.957571 -0.897417 1.22 0.55 -0.64
C 1.100144 1.473383 -0.142986 1.04 1.06 1.34
I 1.821921 -0.489721 0.428691 -0.53 0.82 -0.23
H 2.241374 2.171420 -1.880115 -1.80 -0.31 0.72
H 1.124994 0.883787 -2.200671 -0.58 -0.15 -0.18
H 1.098425 2.213562 1.828647 -0.24 0.36 -0.19
H -0.768176 -0.655322 2.471604 0.11 0.37 -0.40
H 1.074689 3.444071 0.412791 -0.65 1.00 -0.12
Si -1.115771 -0.708976 -0.157460 0.17 -0.47 -0.86
H -0.536975 -3.194980 -0.076269 0.76 -0.55 0.47
C -0.951404 -2.564405 -0.830251 -1.03 1.10 -0.11
```
Positions in Å, forces in eV/Å.

Gap between HOMO and LUMO, eV: 7.337
LUMO level, Eh: 0.002

---

No. 2
# C5H11N

An isolated ion of composition C5H11N and charge -1 (ωB97M-V/def2-TZVPD, OMol25).

XYZ file:
```
17
Properties=species:S:1:pos:R:3:forces:R:3
C 0.397771 0.208909 0.495595 0.16 -0.16 1.62
H -1.078431 2.758758 -0.993704 -0.26 -0.37 0.30
H 2.164923 -0.934873 -0.189600 -0.27 0.27 -0.22
C 1.601318 -0.566003 0.670155 1.65 -0.22 -0.13
H -1.723644 -2.614770 0.477782 -0.08 -0.29 -0.31
H -1.839362 -1.400383 -0.847472 -0.12 0.05 0.21
H -0.126215 -1.372384 1.477987 -0.58 0.32 0.43
H -0.838485 0.946924 -0.578597 -0.09 -2.89 -2.55
C 0.263268 0.885624 -0.937155 -3.79 1.59 3.20
H -0.256663 -2.127526 -0.485148 -0.19 -0.59 -0.27
H 0.679904 3.087132 -1.195093 0.12 0.17 -0.31
H 0.983982 0.360237 -1.547425 -0.78 -0.05 -0.92
N -0.836595 -0.803963 0.995270 0.03 -0.06 -1.43
H 0.104192 0.981785 1.230306 0.89 -0.04 -0.01
C -1.214988 -1.811096 -0.049017 0.82 1.21 0.52
H 2.263912 -0.568336 1.536718 -0.48 0.39 0.20
C -0.089930 2.330480 -1.045894 2.97 0.67 -0.31
```
Positions in Å, forces in eV/Å.

Gap between HOMO and LUMO (spin up / spin down), eV: 5.685 / 4.850
<S²>: 0.76
Spin multiplicity: 2
LUMO level (spin up / spin down), Eh: 0.160 / 0.140
Total charge: -1

---

No. 3
# C5H11N

A 2-piece molecular cluster, C5H11N overall (ωB97M-V/def2-TZVPD, OMol25).

XYZ file:
```
17
Properties=species:S:1:pos:R:3:forces:R:3
H 3.233452 -0.438398 -0.665622 -0.50 -0.53 0.30
H -0.900836 -0.361773 1.593996 -0.12 0.19 0.29
N 2.932777 0.187038 0.090063 0.33 0.64 -0.68
C -1.459748 -0.075947 -0.504500 -0.15 0.66 1.24
H -1.019051 -1.861504 0.724750 0.04 -0.16 -0.09
H -2.062070 2.116646 -0.659065 -0.43 -0.14 -0.33
H -0.710540 0.043180 -1.278033 -0.17 0.06 -0.35
H -2.408212 1.409947 0.944666 -0.22 -0.29 0.02
H -2.329652 -0.597715 -0.930558 0.17 -0.10 0.34
H -0.753656 1.601154 0.332274 -0.15 0.59 0.46
H 1.442926 -1.732253 0.527817 -0.52 0.08 0.28
H 0.740186 -1.419940 -1.418322 0.22 -0.01 0.24
H 3.362988 1.066130 -0.169763 -0.10 0.06 0.34
C 1.541633 0.351004 0.295451 0.50 0.73 0.27
C -0.674184 -0.830699 0.643132 0.12 -0.27 -1.07
C -1.782814 1.348448 0.058010 1.45 -0.51 -0.54
C 0.846808 -0.805323 0.415704 -0.46 -1.00 -0.73
```
Positions in Å, forces in eV/Å.

Gap between HOMO and LUMO (spin up / spin down), eV: 6.153 / 6.719
<S²>: 0.77
Spin multiplicity: 2
LUMO level (spin up / spin down), Eh: 0.164 / 0.164
Total charge: -1

---

No. 4
# C5H11N

A 2-piece molecular cluster, C5H11N overall (ωB97M-V/def2-TZVPD, OMol25).

XYZ file:
```
17
Properties=species:S:1:pos:R:3:forces:R:3
H 4.542590 -0.062754 1.939244 -0.01 0.05 0.05
H -2.275994 -1.688375 0.060252 -0.14 -0.11 0.22
N 1.889830 0.549810 -0.054256 -0.07 -0.01 -0.20
C 3.761900 -0.279540 1.229618 -0.08 -0.46 -0.32
H -2.413923 0.643183 -1.964652 0.15 -0.04 0.09
C 2.904868 0.668964 0.849336 0.53 0.08 0.58
H 3.716854 -1.290010 0.821371 0.02 0.20 0.09
C -2.477244 -0.666148 -0.228818 0.09 0.30 -0.48
H -3.401172 -0.786317 -2.166188 -0.20 -0.03 0.08
H 1.253504 1.300508 -0.232854 -0.01 -0.05 0.03
H 3.033324 1.639700 1.318744 -0.30 0.11 -0.24
H -2.633603 0.100580 1.740064 0.00 -0.27 0.01
C -2.484821 -0.413654 -1.706986 -0.22 -0.26 -0.11
H -2.787928 1.326227 0.419612 -0.10 -0.06 -0.29
C -2.658119 0.280057 0.673541 0.16 0.30 0.55
H -1.700642 -0.989702 -2.192843 0.29 0.18 -0.08
H 1.730575 -0.332530 -0.505185 -0.10 0.08 0.01
```
Positions in Å, forces in eV/Å.

Gap between HOMO and LUMO, eV: 8.883
LUMO level, Eh: 0.034

---

No. 5
# C5H11N

The molecule C5H11N (ωB97M-V/def2-TZVPD, OMol25).

XYZ file:
```
17
Properties=species:S:1:pos:R:3:forces:R:3
H 2.335053 -1.510695 0.869081 -0.13 -0.01 -0.11
H 2.144750 0.235653 -1.210563 1.80 0.54 0.03
H -0.432319 0.943821 0.882151 -0.09 -0.09 0.01
H 1.698046 1.454255 0.165835 0.04 -0.27 -0.45
C -0.988960 0.840198 -1.196982 -0.06 0.02 0.04
C 1.850312 0.430273 -0.198561 -0.82 -0.10 -0.42
N 0.712428 -0.480378 -0.142686 -0.26 0.07 0.12
H -2.517298 -0.449369 0.785395 0.10 -0.12 0.00
C -0.551856 0.163332 0.106061 -0.31 0.08 0.18
H -1.644307 -1.644703 -0.219835 -0.06 0.10 0.14
C -1.539262 -0.888797 0.566554 -0.12 -0.05 0.06
H 1.478304 -0.224888 1.845899 0.20 0.07 -0.03
H -1.071716 0.099921 -2.002173 -0.01 0.07 0.20
H -0.267644 1.601148 -1.521294 -0.12 -0.14 0.14
C 1.734784 -0.607809 0.857808 -0.07 -0.15 0.20
H -1.960640 1.327082 -1.068472 0.10 -0.05 -0.02
H -1.151566 -1.384663 1.463123 -0.18 0.04 -0.07
```
Positions in Å, forces in eV/Å.

Gap between HOMO and LUMO, eV: 10.448
LUMO level, Eh: 0.047

---

No. 6
# C5H11N

C5H11N as an isolated structure (ωB97M-V/def2-TZVPD, OMol25).

XYZ file:
```
17
Properties=species:S:1:pos:R:3:forces:R:3
C -0.954038 1.607693 -1.741611 -0.06 0.03 -0.06
C 1.450155 -0.997906 2.168283 0.58 0.34 0.67
C -0.032272 -0.318809 -0.499077 -0.30 -0.35 -0.61
H -0.572428 -1.949747 1.070652 -0.19 0.69 -0.11
H 0.970089 -0.075196 -0.879516 -0.33 -0.14 -0.10
C -0.789113 1.004978 -0.342995 -0.06 -0.19 0.01
H 1.018096 -1.784128 2.804471 0.10 -0.75 -0.43
H 0.026540 1.762850 -2.211294 -0.17 -0.02 0.10
H 0.983843 -1.956492 0.227919 -0.22 0.28 0.66
C 0.212901 -1.280051 0.677807 -0.82 0.62 -0.80
N 0.707542 -0.145544 1.579072 0.96 -0.46 0.66
H -1.767743 0.844125 0.124567 0.06 -0.03 -0.08
H -1.465938 2.574429 -1.720218 0.04 -0.12 0.04
H 2.536655 -0.989887 2.053423 0.46 0.35 0.85
H -1.524417 0.936540 -2.394580 0.05 0.13 0.07
H -0.549283 -0.944775 -1.217204 -0.11 0.01 -0.73
H -0.250590 1.711923 0.300299 -0.02 -0.39 -0.13
```
Positions in Å, forces in eV/Å.

Gap between HOMO and LUMO, eV: 9.027
LUMO level, Eh: 0.032

---

No. 7
# C5H11N

The molecule C5H11N (ωB97M-V/def2-TZVPD, OMol25).

XYZ file:
```
17
Properties=species:S:1:pos:R:3:forces:R:3
H -2.230137 -0.873210 0.798045 -0.38 -0.09 -0.09
H -2.891124 0.548794 0.324838 -0.14 0.11 0.13
N -2.160120 -0.113261 0.134184 0.91 -0.62 0.03
H 1.154109 -1.941613 -1.479892 0.09 0.07 -0.38
H 0.211962 -1.029173 1.597538 0.69 -0.25 -0.52
C 1.409309 0.086289 -0.938287 0.19 -0.18 0.31
H 2.136724 0.758767 -0.489185 0.04 0.20 -0.34
H -0.574548 -0.020986 -1.730291 0.17 -0.13 -0.17
C 1.837226 -1.137934 -1.229037 -0.23 0.37 0.28
H -0.660946 0.153443 2.420854 -0.11 0.26 -0.10
H 2.889092 -1.348550 -1.124078 0.09 -0.31 0.06
H 0.784993 0.719730 1.661020 0.62 -0.39 0.04
H -0.058814 1.600855 -1.369178 0.24 0.01 -0.08
H -0.989741 1.517144 0.603878 -0.27 0.49 -0.22
C -0.030871 0.021593 1.531959 -1.37 0.00 0.44
C 0.001746 0.570040 -1.019636 -0.92 -0.55 0.19
C -0.828862 0.488076 0.307274 0.37 1.02 0.46
```
Positions in Å, forces in eV/Å.

Gap between HOMO and LUMO, eV: 10.159
LUMO level, Eh: 0.040

---

No. 8
# C5H11N

A 2-piece molecular cluster, C5H11N overall (ωB97M-V/def2-TZVPD, OMol25).

XYZ file:
```
17
Properties=species:S:1:pos:R:3:forces:R:3
H -0.937162 -1.775171 -0.890149 -0.03 0.04 0.17
H -1.865434 -2.276855 0.540315 0.08 0.10 -0.07
H 1.298349 -0.310955 -1.558465 0.19 -0.01 0.13
N 0.807291 -0.491455 0.536467 -0.21 0.02 0.05
C 1.675815 -0.702958 -0.608916 -0.05 -0.21 -0.32
H -0.485987 3.028525 -0.649211 -0.17 -0.01 -0.04
H -1.372805 1.926385 0.444133 0.09 0.08 -0.13
C -1.398545 -1.422696 0.037815 0.00 -0.09 -0.04
C -0.399852 -0.738912 0.913850 0.16 -0.02 0.01
H 2.714721 0.251499 1.261988 -0.06 -0.16 -0.01
C -0.610410 1.991834 -0.337493 -0.07 0.13 -0.07
H -2.204766 -0.724704 -0.232071 0.14 -0.10 0.07
H 2.109558 -1.704337 -0.672373 -0.13 0.05 0.05
H 0.358513 1.643329 0.035355 -0.22 0.20 -0.09
H -0.923071 1.382925 -1.193127 0.04 0.15 0.12
H -0.708684 -0.313517 1.864452 0.10 -0.12 -0.04
C 1.942471 0.237068 0.507428 0.14 -0.06 0.22
```
Positions in Å, forces in eV/Å.

Gap between HOMO and LUMO (spin up / spin down), eV: 8.172 / 8.172
LUMO level (spin up / spin down), Eh: 0.040 / 0.040

---

No. 9
# C5H11N

A 2-piece molecular cluster, C5H11N overall (ωB97M-V/def2-TZVPD, OMol25).

XYZ file:
```
17
Properties=species:S:1:pos:R:3:forces:R:3
H -1.652546 0.622953 1.128879 -0.04 -0.11 -0.11
H -1.922133 1.478801 -1.294099 0.01 -0.18 0.04
H -1.491398 -0.128893 -1.899206 -0.09 0.05 0.12
H 2.202686 2.275762 0.207899 0.00 -0.08 0.06
C 0.324018 -1.617586 1.115967 0.10 0.12 0.20
C -2.003633 0.403572 -1.091868 0.01 -0.03 -0.09
C -1.394561 0.064780 0.232147 0.11 -0.15 0.04
H -3.070932 0.148921 -1.137549 0.15 0.03 0.05
C 1.873621 1.312404 0.600416 0.04 0.04 -0.01
H 1.031462 -1.145130 -1.023198 -0.06 -0.11 0.22
H 2.521068 0.521435 0.212345 -0.09 0.13 0.08
H 1.031287 -1.131465 1.781606 -0.10 -0.11 -0.15
C 0.368192 -1.729801 -0.370899 -0.01 -0.10 -0.36
H 0.842591 1.134004 0.286476 0.21 0.06 0.05
H -0.034454 -2.633275 -0.831818 0.02 0.19 0.05
N -0.548652 -0.900300 0.390224 -0.29 0.23 -0.04
H 1.923383 1.323814 1.692672 0.02 0.02 -0.18
```
Positions in Å, forces in eV/Å.

Gap between HOMO and LUMO (spin up / spin down), eV: 8.093 / 8.092
LUMO level (spin up / spin down), Eh: 0.036 / 0.036

---

No. 10
# C5H11N

The molecule C5H11N (ωB97M-V/def2-TZVPD, OMol25).

XYZ file:
```
17
Properties=species:S:1:pos:R:3:forces:R:3
H 0.855619 1.230718 -2.035266 0.02 0.00 0.10
H -2.260333 -0.152954 -0.436077 0.09 0.11 -0.07
C 0.948449 1.090571 -0.954416 0.03 0.01 0.00
H 0.822731 2.075130 -0.487990 -0.04 -0.18 0.02
H -0.274169 0.541639 1.547647 0.20 0.07 -0.03
H -0.733631 -2.212742 0.729444 0.02 0.14 0.11
H 0.055208 -0.869100 -0.990895 -0.04 0.11 -0.01
C -0.113947 0.093956 -0.495846 -0.07 -0.14 -0.06
H 1.561507 -0.855026 2.277679 -0.14 -0.02 -0.08
H 1.602883 -1.523967 0.597017 -0.08 -0.05 0.09
N -0.028357 -0.225079 0.936617 -0.15 0.10 0.12
H -1.663030 0.726412 -1.867366 0.00 -0.02 0.15
C -0.458337 -1.584008 1.594932 0.06 -0.08 -0.32
H 1.963870 0.735256 -0.751706 -0.17 0.02 0.04
C 0.970781 -1.183603 1.421486 0.28 0.08 0.06
H -1.721510 1.535666 -0.293144 0.04 -0.14 -0.07
C -1.527734 0.577129 -0.792116 -0.05 0.00 -0.03
```
Positions in Å, forces in eV/Å.

Gap between HOMO and LUMO, eV: 8.097
LUMO level, Eh: 0.032

---

No. 11
# C5H11N

A 2-piece molecular cluster, C5H11N overall (ωB97M-V/def2-TZVPD, OMol25).

XYZ file:
```
17
Properties=species:S:1:pos:R:3:forces:R:3
H 0.707730 2.235460 3.433861 0.49 0.75 1.68
H -0.470767 2.393797 2.070805 1.16 0.02 0.49
H -0.938988 -0.054997 2.557470 0.06 0.46 0.16
H -1.752658 -0.201246 -1.119601 0.07 -0.77 0.97
N -0.926173 -1.576509 -2.634154 -1.66 3.80 -0.18
H 0.870191 -1.048058 -3.884042 -2.24 0.31 0.88
C 1.067958 -0.566101 2.408036 -0.80 -1.69 -0.28
H -1.742257 0.635412 -2.521008 1.47 -1.18 -0.51
H -0.062051 0.258619 -1.609628 -1.93 -0.30 -0.82
C -1.104103 -0.122943 -1.965788 1.91 -0.83 0.20
H 0.757064 -1.640945 2.411643 0.12 0.90 0.04
H 2.180188 -0.547250 2.246285 -1.29 1.06 0.33
C 0.432965 1.879974 2.500100 -0.06 -2.40 -4.94
C 0.072087 0.342855 2.502298 2.86 0.55 0.08
H 1.374274 1.929681 1.679657 -2.56 0.35 2.42
H -0.311932 -2.337993 -4.450615 0.22 0.06 1.29
C -0.153529 -1.579756 -3.625321 2.16 -1.10 -1.81
```
Positions in Å, forces in eV/Å.

Gap between HOMO and LUMO, eV: 10.156
LUMO level, Eh: 0.034

---

No. 12
# C5H11N

The molecule C5H11N (ωB97M-V/def2-TZVPD, OMol25).

XYZ file:
```
17
Properties=species:S:1:pos:R:3:forces:R:3
C -0.062972 1.102934 -1.463907 -0.63 -0.83 0.47
H -0.020194 1.174475 1.861833 -0.03 -0.03 -0.36
H -0.931454 1.512770 -0.926991 0.12 0.19 0.14
C -0.567523 -1.050741 -0.421556 -0.97 1.45 -1.15
N 0.472882 -0.105796 -0.853401 0.73 -0.60 0.31
H -1.564421 -1.173305 1.533701 -0.19 -0.09 -0.10
H 1.977113 -0.644416 0.539422 -0.23 -0.27 -0.10
H 1.742546 1.071519 0.429290 -0.01 -0.11 -0.57
H -1.885761 0.296563 0.644834 0.07 0.26 0.04
H -1.339284 -1.025032 -1.201574 0.07 -0.43 0.10
C 1.209664 0.115158 0.380068 0.12 0.83 1.02
C -1.116419 -0.432134 0.872279 0.45 -1.25 0.73
C 0.149845 0.141332 1.527841 -0.10 0.99 0.27
H -0.169581 -2.051875 -0.351353 0.17 -0.25 0.32
H 0.722235 1.837208 -1.487656 0.18 0.36 -0.39
H -0.437608 0.815766 -2.442913 0.23 0.33 -0.32
H 0.453733 -0.318181 2.473373 0.02 -0.57 -0.40
```
Positions in Å, forces in eV/Å.

Gap between HOMO and LUMO, eV: 9.598
LUMO level, Eh: 0.043

---

Q: Which energy relative to the best compared isomer or geometry (same formula, charge and spin) values were calculated for the entries above? A: 62.6; 123.3; 67.2; 35.3; 36.5; 90.7; 28.1; 94.0; 91.0; 76.2; 92.3; 16.0, in kcal per mole.
Q: Which max |F| values were calculated for the entries above? A: 3.3; 5.2; 1.6; 0.8; 1.9; 1.3; 1.4; 0.4; 0.4; 0.3; 5.5; 2.1, in eV/A.